Arrangement w

A structure of composition C4H10NOS. Source: the Open Molecules 2025 dataset; level of theory: ωB97M-V/def2-TZVPD.

Calculated values
- Molecular weight: 120.2 g mol⁻¹

The geometry in ORCA input format:
```
! RIJCOSX wB97M-V def2-TZVPD def2/J DEFGRID3
* xyz 1 1
O -1.625 0.097 0.201
C -0.658 0.117 -0.529
C 0.609 -0.409 -0.156
C 1.983 -0.247 -0.804
C 3.081 0.685 -0.250
S 4.748 0.511 1.020
N -5.829 -0.271 0.745
H -0.721 0.572 -1.544
H 0.568 -0.763 0.882
H 2.345 -1.247 -1.076
H 1.638 0.306 -1.687
H 3.368 0.003 0.885
H 2.699 1.625 0.142
H 5.263 0.449 -0.210
H -5.535 -0.498 -0.180
H -6.723 -0.635 1.026
H -5.212 -0.294 1.536
*
```

***

Arrangement x

The ion C4H10NOS with charge +1. Source: the Open Molecules 2025 dataset; level of theory: ωB97M-V/def2-TZVPD.

Calculated values
- Molecular weight: 120.2 g mol⁻¹

The geometry in ORCA input format:
```
! RIJCOSX wB97M-V def2-TZVPD def2/J DEFGRID3
* xyz 1 1
S 2.446 0.360 -0.684
C 1.303 0.027 0.702
C 0.455 -1.222 0.509
N -0.615 -0.940 -0.513
C -1.417 0.297 -0.185
C -0.491 1.456 0.142
O 0.476 1.091 1.105
H 1.527 0.564 -1.640
H 1.984 -0.162 1.532
H 1.035 -2.075 0.166
H -0.070 -1.453 1.436
H -1.244 -1.742 -0.563
H -0.191 -0.859 -1.441
H -2.056 0.030 0.655
H -2.039 0.523 -1.051
H -1.087 2.252 0.585
H -0.014 1.854 -0.757
*
```

***

Arrangement y

A cluster of 2 separate species, C4H10NOS in total. Source: the Open Molecules 2025 dataset; level of theory: ωB97M-V/def2-TZVPD.

Calculated values
- Molecular weight: 120.2 g mol⁻¹

The geometry in ORCA input format:
```
! RIJCOSX wB97M-V def2-TZVPD def2/J DEFGRID3
* xyz 1 1
C 1.726 -0.818 -1.175
C 1.192 -0.428 -0.038
C -0.083 1.037 1.430
C -1.653 0.177 -1.108
N 0.282 0.655 0.061
O 1.423 -0.993 1.189
S -2.852 0.065 0.020
H 2.246 -1.776 -1.193
H 1.375 -0.558 -2.137
H 0.466 1.935 1.658
H -1.112 1.304 1.500
H 0.189 0.279 2.163
H -1.564 -0.558 -1.829
H -1.703 1.093 -1.556
H 0.571 1.448 -0.605
H 1.980 -1.762 1.066
H -2.483 -1.100 0.554
*
```

***

Relative energy of each structure, in kJ/mol: arrangement w 833.3; arrangement x 0.0; arrangement y 268.7.

***

Arrangement w

A cluster of 10 separate species, C20H60O20 in total. Source: the Open Molecules 2025 dataset; level of theory: ωB97M-V/def2-TZVPD.

Calculated values
- Molecular weight: 620.7 g mol⁻¹

The geometry in ORCA input format:
```
! RIJCOSX wB97M-V def2-TZVPD def2/J DEFGRID3
* xyz 0 1
O -2.982 -2.206 0.461
C -4.059 -3.103 0.765
C -3.549 -4.510 0.841
O -2.429 -4.597 1.742
H -2.715 -2.187 -0.462
H -4.513 -2.758 1.692
H -4.719 -2.879 -0.077
H -3.046 -4.778 -0.099
H -4.316 -5.265 1.004
H -1.871 -3.852 1.469
O -0.877 3.545 -6.563
C -1.795 4.451 -5.969
C -1.263 4.864 -4.596
O -0.786 3.720 -3.918
H -0.636 2.934 -5.854
H -1.956 5.345 -6.566
H -2.727 3.896 -5.815
H -1.932 5.529 -4.034
H -0.452 5.603 -4.693
H -0.481 3.985 -3.046
O 4.130 -1.697 2.534
C 4.911 -0.773 1.777
C 4.207 0.567 1.702
O 3.042 0.407 0.900
H 4.681 -2.259 3.082
H 5.951 -0.758 2.115
H 5.050 -1.123 0.746
H 4.895 1.290 1.263
H 3.842 0.903 2.678
H 2.710 -0.473 1.113
O -0.459 1.310 -2.318
C 0.358 1.339 -1.177
C -0.276 0.542 -0.048
O -1.608 1.019 0.278
H -1.291 1.769 -2.171
H 1.405 1.036 -1.247
H 0.489 2.358 -0.795
H 0.324 0.629 0.860
H -0.394 -0.523 -0.269
H -1.782 0.513 1.093
O -1.057 5.080 1.283
C -1.574 4.299 0.205
C -2.522 5.123 -0.623
O -1.760 6.013 -1.397
H -0.537 5.788 0.882
H -0.814 3.918 -0.492
H -1.957 3.401 0.687
H -3.184 5.644 0.086
H -3.250 4.561 -1.227
H -2.286 6.704 -1.804
O 1.981 -3.659 -3.167
C 2.608 -3.117 -1.998
C 1.760 -1.907 -1.555
O 1.082 -1.290 -2.667
H 1.378 -2.966 -3.470
H 2.686 -3.859 -1.211
H 3.607 -2.782 -2.296
H 2.288 -1.117 -1.010
H 0.976 -2.183 -0.839
H 0.845 -0.392 -2.411
O -1.839 -2.862 4.397
C -0.810 -1.853 4.355
C -1.366 -0.501 3.931
O -1.648 -0.564 2.558
H -1.557 -3.600 3.846
H -0.428 -1.850 5.384
H 0.013 -2.221 3.738
H -0.622 0.191 4.328
H -2.288 -0.346 4.500
H -2.134 -1.342 2.281
O 3.134 -3.101 1.220
C 2.424 -4.081 1.976
C 0.996 -4.259 1.387
O 0.148 -3.208 1.748
H 3.137 -2.251 1.674
H 3.029 -4.988 1.939
H 2.333 -3.714 3.004
H 0.657 -5.219 1.781
H 1.050 -4.333 0.299
H 0.529 -2.401 1.380
O -5.172 0.562 4.486
C -5.302 1.582 3.493
C -4.469 1.303 2.264
O -4.798 0.117 1.571
H -5.262 -0.237 3.944
H -6.347 1.661 3.165
H -5.060 2.548 3.933
H -3.396 1.446 2.440
H -4.587 2.146 1.565
H -4.081 -0.183 0.998
O 5.363 1.548 -2.385
C 4.710 0.298 -2.138
C 4.579 -0.579 -3.349
O 5.901 -1.017 -3.725
H 6.200 1.496 -2.850
H 5.311 -0.132 -1.325
H 3.819 0.642 -1.606
H 4.226 -0.017 -4.216
H 3.958 -1.446 -3.131
H 6.301 -0.307 -4.232
*
```

***

Arrangement x

A cluster of 10 separate species, C20H60O20 in total. Source: the Open Molecules 2025 dataset; level of theory: ωB97M-V/def2-TZVPD.

Calculated values
- Molecular weight: 620.7 g mol⁻¹

The geometry in ORCA input format:
```
! RIJCOSX wB97M-V def2-TZVPD def2/J DEFGRID3
* xyz 0 1
O -2.479 -2.732 2.236
C -2.124 -2.502 3.588
C -2.779 -3.584 4.510
O -3.804 -2.981 5.293
H -1.782 -3.249 1.819
H -1.038 -2.578 3.693
H -2.509 -1.581 4.021
H -2.033 -4.019 5.175
H -3.224 -4.358 3.884
H -4.683 -3.043 4.921
O 3.377 -0.488 -5.800
C 2.132 0.220 -6.085
C 1.355 0.243 -4.770
O 0.617 -0.905 -4.451
H 3.473 -1.204 -6.434
H 2.477 1.239 -6.253
H 1.664 -0.256 -6.941
H 0.768 1.163 -4.681
H 2.117 0.543 -4.037
H 1.240 -1.624 -4.286
O 0.305 0.438 1.670
C -0.458 -0.052 0.557
C 0.456 -0.129 -0.675
O -0.189 -1.093 -1.491
H -0.323 0.666 2.367
H -0.875 -1.035 0.802
H -1.381 0.525 0.460
H 1.424 -0.517 -0.367
H 0.358 0.866 -1.111
H 0.038 -1.184 -2.420
O 2.988 -3.356 2.491
C 2.258 -3.469 1.250
C 1.390 -4.754 1.322
O 0.157 -4.349 1.924
H 3.540 -4.145 2.504
H 1.649 -2.576 1.140
H 2.920 -3.489 0.372
H 1.840 -5.530 1.938
H 1.163 -5.020 0.287
H 0.162 -4.447 2.879
O 5.374 0.676 4.163
C 4.572 -0.183 3.347
C 3.156 -0.406 3.817
O 2.493 0.887 3.814
H 6.090 0.994 3.613
H 4.556 0.312 2.363
H 5.153 -1.097 3.157
H 2.981 -0.742 4.841
H 2.566 -1.049 3.164
H 2.259 1.066 2.894
O -3.103 -0.806 -1.338
C -3.989 -1.744 -0.704
C -4.995 -2.323 -1.684
O -4.385 -3.203 -2.600
H -2.346 -1.364 -1.564
H -3.395 -2.516 -0.213
H -4.537 -1.212 0.080
H -5.435 -1.492 -2.249
H -5.819 -2.758 -1.118
H -3.874 -2.773 -3.292
O -1.408 5.595 -4.086
C -1.869 4.473 -3.327
C -0.710 3.938 -2.519
O 0.430 3.835 -3.348
H -0.551 5.335 -4.448
H -2.623 4.907 -2.664
H -2.493 3.806 -3.931
H -0.903 2.939 -2.097
H -0.683 4.535 -1.602
H 1.266 3.873 -2.873
O -0.353 0.634 4.998
C -0.362 1.359 6.220
C 0.798 2.337 6.306
O 2.092 1.794 6.413
H 0.573 0.490 4.760
H -1.325 1.785 6.486
H -0.147 0.699 7.080
H 0.624 3.201 6.947
H 0.759 2.808 5.302
H 2.285 1.384 5.561
O 2.828 4.674 -1.039
C 2.910 3.539 -0.169
C 2.082 3.745 1.107
O 0.699 3.681 0.854
H 2.889 5.459 -0.488
H 2.663 2.619 -0.699
H 3.973 3.509 0.111
H 2.371 4.670 1.602
H 2.369 2.918 1.771
H 0.514 3.034 0.169
O -3.763 -0.400 -6.761
C -2.943 0.301 -5.870
C -2.587 -0.374 -4.571
O -2.093 -1.713 -4.823
H -3.302 -1.194 -7.047
H -1.964 0.463 -6.364
H -3.250 1.340 -5.734
H -3.423 -0.396 -3.872
H -1.718 0.082 -4.088
H -1.162 -1.596 -5.060
*
```

***

Relative energy of each structure, in kJ/mol: arrangement w 44.7; arrangement x 0.0.

***

Arrangement w

The molecule C5H10S3. Source: the Open Molecules 2025 dataset; level of theory: ωB97M-V/def2-TZVPD.

Calculated values
- Molecular weight: 166.3 g mol⁻¹

The geometry in ORCA input format:
```
! RIJCOSX wB97M-V def2-TZVPD def2/J DEFGRID3
* xyz 0 1
C -0.947 -1.357 1.105
C -0.266 -0.115 0.547
C -1.149 1.063 0.848
C 0.446 -0.415 -0.906
S -0.866 -0.343 -2.360
C 1.681 0.464 -1.212
S 1.313 2.057 -1.740
S 3.182 -0.277 -0.986
H -1.260 -1.023 2.067
H -0.212 -2.234 1.512
H -1.791 -1.819 0.499
H 0.529 -0.046 1.241
H -2.312 0.757 0.799
H -0.896 2.132 0.272
H -0.847 0.859 2.031
H 0.856 -1.505 -0.652
H -1.331 1.037 -1.711
H 3.869 0.764 -1.354
*
```

***

Arrangement x

A cluster of 2 separate species, C5H10S3 in total. Source: the Open Molecules 2025 dataset; level of theory: ωB97M-V/def2-TZVPD.

Calculated values
- Molecular weight: 166.3 g mol⁻¹

The geometry in ORCA input format:
```
! RIJCOSX wB97M-V def2-TZVPD def2/J DEFGRID3
* xyz 0 1
S 1.272 1.974 -1.730
C 1.310 0.440 -2.425
S 2.755 -0.229 -3.023
S -0.112 -0.494 -3.104
H 2.015 -1.167 -3.611
H -0.926 0.589 -3.156
C 1.254 -0.601 -0.336
C 0.017 -0.420 -0.020
C -0.352 0.637 1.027
C -1.546 0.291 1.978
H 2.026 -0.125 0.121
H 1.501 -1.544 -0.982
H -0.683 -1.020 -0.466
H 0.566 0.709 1.649
H -0.791 1.576 0.441
H -1.395 -0.711 2.511
H -1.608 1.054 2.861
H -2.581 0.072 1.460
*
```

***

Arrangement y

A structure of composition C5H10S3. Source: the Open Molecules 2025 dataset; level of theory: ωB97M-V/def2-TZVPD.

Calculated values
- Molecular weight: 166.3 g mol⁻¹

The geometry in ORCA input format:
```
! RIJCOSX wB97M-V def2-TZVPD def2/J DEFGRID3
* xyz 0 1
C -1.163 -1.535 1.013
C -0.364 -0.311 0.679
C 0.437 -0.750 -0.553
C 1.280 0.376 -1.127
C -1.297 0.839 0.126
H -1.955 -1.086 1.667
H -1.425 -1.941 0.115
H -0.518 -2.331 1.589
H 0.246 0.174 1.436
H 0.855 -1.836 -0.451
H -0.320 -0.694 -1.329
H 0.800 1.263 -1.509
H 1.673 0.099 -1.980
H 2.979 2.015 -0.840
H -0.504 2.132 2.025
S 2.801 0.723 -0.085
S -1.097 2.511 0.350
S -2.428 0.353 -1.127
*
```

***

Relative energy of each structure, in kJ/mol: arrangement w 22.7; arrangement x 0.0; arrangement y 55.2.

***

Arrangement w

A cluster of 2 separate species, H2 in total. Source: the Open Molecules 2025 dataset; level of theory: ωB97M-V/def2-TZVPD.

Calculated values
- Molecular weight: 2.0 g mol⁻¹

The geometry in ORCA input format:
```
! RIJCOSX wB97M-V def2-TZVPD def2/J DEFGRID3
* xyz 0 1
H 0.185 0.948 0.512
H -0.185 -0.948 -0.512
*
```

***

Arrangement x

A cluster of 2 separate species, H2 in total. Source: the Open Molecules 2025 dataset; level of theory: ωB97M-V/def2-TZVPD.

Calculated values
- Molecular weight: 2.0 g mol⁻¹

The geometry in ORCA input format:
```
! RIJCOSX wB97M-V def2-TZVPD def2/J DEFGRID3
* xyz 0 1
H 0.118 -0.195 0.383
H -0.118 0.195 -0.383
*
```

***

Relative energy of each structure, in kJ/mol: arrangement w 505.3; arrangement x 0.0.